Record 1
Density functional theory data (ωB97M-V/def2-TZVPD) for one molecule with the formula C4H6N2O.

Atoms and positions in Å:
C  -2.28  0.15  0.01
C  -0.83  0.02  -0.33
N  -0.44  -0.86  -1.21
O  0.95  -0.89  -1.12
C  1.34  -0.04  -0.17
N  2.68  -0.06  0.14
C  0.27  0.64  0.34
H  -2.83  -0.64  -0.51
H  -2.39  0.00  1.09
H  -2.70  1.12  -0.25
H  2.84  0.04  1.14
H  3.13  -0.90  -0.21
H  0.26  1.42  1.08

Frontier orbital gap ... 9.58 eV
LUMO ... 0.892 eV
SMILES ... Cc1cc(N)on1
Calculated total energy ... -340.7323 a.u.
F_max ... 0.5 eV/A
Net charge ... 0
M ... 98.10 g mol⁻¹

---

Record 2
Density functional theory data (ωB97M-V/def2-TZVPD) for C39H39N5O2PtSbSe4 as an isolated structure at a distorted geometry.

Atoms and positions in Å:
Pt  -0.77  -1.42  0.01
O  0.89  -0.88  1.19
C  0.97  -0.59  2.54
C  -0.31  -0.98  3.32
C  -1.45  -0.09  2.92
C  -1.93  0.90  3.78
C  -2.93  1.75  3.35
C  -3.43  1.59  2.07
C  -2.92  0.59  1.26
C  -3.38  0.40  -0.15
C  -2.31  0.96  -1.13
O  -1.04  0.48  -0.83
C  -2.68  0.61  -2.59
C  -1.77  0.99  -3.58
C  -1.98  0.68  -4.91
C  -3.13  -0.02  -5.29
C  -4.05  -0.38  -4.32
C  -3.82  -0.07  -2.98
C  -2.33  2.49  -1.00
C  -3.49  3.22  -1.30
C  -3.51  4.60  -1.18
C  -2.37  5.29  -0.77
C  -1.22  4.57  -0.49
C  -1.20  3.18  -0.61
N  -1.96  -0.23  1.69
C  2.20  -1.37  3.07
C  3.46  -1.01  2.60
C  4.59  -1.72  2.97
C  4.49  -2.81  3.82
C  3.24  -3.18  4.29
C  2.10  -2.47  3.92
C  1.21  0.92  2.76
C  1.53  1.43  4.02
C  1.72  2.79  4.20
C  1.58  3.67  3.13
C  1.26  3.16  1.87
C  1.08  1.79  1.69
H  -0.56  -2.01  3.08
H  -0.14  -0.88  4.39
H  -1.49  1.00  4.77
H  -3.31  2.53  4.00
H  -4.21  2.24  1.68
H  -3.50  -0.67  -0.32
H  -4.34  0.89  -0.31
H  -0.87  1.52  -3.28
H  -1.25  0.97  -5.65
H  -3.29  -0.27  -6.33
H  -4.94  -0.93  -4.60
H  -4.55  -0.39  -2.24
H  -4.38  2.70  -1.64
H  -4.42  5.15  -1.41
H  -2.39  6.37  -0.68
H  -0.32  5.10  -0.17
H  -0.31  2.61  -0.38
H  3.55  -0.15  1.93
H  5.56  -1.42  2.58
H  5.37  -3.37  4.11
H  3.14  -4.04  4.95
H  1.13  -2.79  4.29
H  1.65  0.76  4.86
H  1.97  3.18  5.18
H  1.74  4.73  3.27
H  1.15  3.83  1.03
H  0.80  1.37  0.73
Se  -2.46  -6.71  1.70
Sb  -2.75  -4.39  0.65
Se  -0.34  -3.56  0.95
Se  -2.05  -2.48  -1.65
Se  -4.29  -3.23  2.12
C  2.58  -1.39  -0.93
N  3.72  -1.41  -1.86
C  3.49  -0.39  -2.89
N  2.24  -0.60  -3.63
C  1.13  -0.60  -2.66
N  1.31  -1.63  -1.63
C  1.40  -2.95  -2.30
N  2.52  -3.00  -3.26
C  3.76  -2.72  -2.52
C  2.31  -1.94  -4.24
H  2.52  -0.42  -0.44
H  2.71  -2.14  -0.16
H  4.33  -0.39  -3.59
H  3.44  0.59  -2.40
H  0.19  -0.79  -3.18
H  1.06  0.37  -2.17
H  0.46  -3.13  -2.83
H  1.52  -3.71  -1.54
H  4.59  -2.74  -3.22
H  3.91  -3.49  -1.77
H  1.38  -2.12  -4.78
H  3.14  -1.96  -4.96

2S+1 ... 5
Frontier orbital gap (alpha / beta) ... 7.05 / 5.23 eV
LUMO (alpha / beta) ... 2.453 / 0.377 eV
Calculated total energy ... -11899.1903 a.u.
F_max ... 1.3 eV/A
⟨S²⟩ ... 6.029
Net charge ... -1
M ... 1242.45 g mol⁻¹

---

Record 3
Density functional theory data (ωB97M-V/def2-TZVPD) for a 2-piece molecular cluster, C12H17N overall at a distorted geometry.

Atoms and positions in Å:
C  2.71  0.86  -1.65
C  3.30  2.15  -2.17
H  2.14  0.35  -2.41
H  3.48  0.17  -1.27
H  2.06  0.96  -0.79
H  3.82  2.73  -1.41
H  2.58  2.79  -2.69
H  4.00  1.98  -2.99
C  -0.74  1.15  -0.78
C  -1.82  2.20  -0.54
C  -1.13  -0.22  -0.29
C  -1.92  -1.10  -1.01
C  -0.81  -0.81  0.94
C  -1.35  -2.11  0.93
C  -0.13  -0.38  2.14
C  -1.18  -3.04  1.97
C  0.02  -1.28  3.20
C  -0.38  -2.61  3.08
N  -2.06  -2.26  -0.23
H  -0.48  1.08  -1.84
H  0.19  1.44  -0.30
H  -1.90  2.43  0.53
H  -2.40  -1.02  -1.98
H  -2.78  -2.90  -0.48
H  0.21  0.66  2.15
H  -1.41  -4.08  1.78
H  0.51  -0.98  4.11
H  -0.26  -3.23  3.96
H  -2.77  1.95  -0.99
H  -1.51  3.15  -0.97

2S+1 ... 2
Frontier orbital gap (alpha / beta) ... 2.69 / 6.06 eV
LUMO (alpha / beta) ... 3.338 / 3.303 eV
Calculated total energy ... -522.1635 a.u.
F_max ... 1.0 eV/A
⟨S²⟩ ... 0.771
Net charge ... -1
M ... 175.28 g mol⁻¹

---

Record 4
Density functional theory data (ωB97M-V/def2-TZVPD) for an isolated ion of composition H3N2O3S and charge -1 at a distorted geometry.

Atoms and positions in Å:
N  1.49  0.22  0.10
N  0.50  -0.64  0.70
O  -2.12  -0.84  0.48
O  -0.80  -0.28  -1.42
O  -1.07  1.43  0.36
S  -1.04  0.03  0.00
H  1.06  0.44  -0.82
H  1.45  1.12  0.44
H  0.54  -1.48  0.17

Frontier orbital gap ... 9.38 eV
LUMO ... 4.319 eV
SMILES ... NNS(=O)(=O)[O-]
Calculated total energy ... -735.2561 a.u.
F_max ... 3.4 eV/A
Net charge ... -1
M ... 111.10 g mol⁻¹

---

Record 5
Density functional theory data (ωB97M-V/def2-TZVPD) for C5H9OP as an isolated structure at a distorted geometry.

Atoms and positions in Å:
C  -1.35  -1.06  0.81
C  -0.79  1.40  -0.35
C  0.03  -1.10  0.37
C  0.72  0.03  -0.23
C  2.09  0.48  -0.10
O  0.29  -1.08  -1.01
P  -2.24  0.26  -0.19
H  -1.97  -1.92  0.55
H  -1.51  -0.72  1.84
H  -0.49  2.05  0.39
H  -0.52  1.78  -1.38
H  0.72  -1.75  0.81
H  2.49  0.66  -0.99
H  2.80  -0.10  0.49
H  1.90  1.45  0.35
H  -2.18  -0.37  -1.36

Frontier orbital gap ... 9.41 eV
LUMO ... 0.935 eV
Calculated total energy ... -612.3760 a.u.
F_max ... 5.9 eV/A
Net charge ... 0
M ... 116.10 g mol⁻¹